Entry from the OMol25 dataset: the molecule C2H4N2OS in a non-equilibrium geometry (wB97M-V/def2-TZVPD).

Results
E_HOMO	-8.6	eV
HOMO-LUMO gap	8.0767	eV
relative energy (zero: lowest compared OMol25 entry of this formula, charge and spin)	76.6	kcal per mole
SMILES	NC(=S)/C=N/O

Structure (XYZ):
```
10
Properties=species:S:1:pos:R:3:forces:R:3
S -2.580 -0.958 -0.065 1.692 1.181 0.342
O 2.283 -0.905 0.047 3.137 4.321 -2.340
N -1.043 1.291 0.083 -1.921 -0.191 -0.089
N 1.181 -0.003 -0.166 -1.217 -4.781 1.378
C 0.146 -0.776 0.089 0.495 1.505 0.161
C -1.136 -0.053 0.065 -2.553 -0.585 -0.500
H -0.120 1.610 -0.071 0.792 0.921 0.016
H -1.869 1.928 -0.030 1.332 -1.344 0.097
H 3.052 -0.257 -0.362 -2.418 -2.875 1.694
H 0.086 -1.877 0.410 0.661 1.849 -0.758
```
Forces are in eV/Å.

Which charges does natural (NBO) predict for the atoms? In e, they are: atom 1 (S): -0.167, atom 2 (O): -0.557, atom 3 (N): -0.760, atom 4 (N): -0.132, atom 5 (C): -0.022, atom 6 (C): 0.084, atom 7 (H): 0.408, atom 8 (H): 0.422, atom 9 (H): 0.478, atom 10 (H): 0.246


Entry from the OMol25 dataset: the molecule C5H6O2 in a non-equilibrium geometry (wB97M-V/def2-TZVPD).

Results
E_HOMO	-9.2	eV
HOMO-LUMO gap	10.0971	eV
relative energy (zero: lowest compared OMol25 entry of this formula, charge and spin)	60.9	kcal per mole

Structure (XYZ):
```
13
Properties=species:S:1:pos:R:3:forces:R:3
O -3.169 0.255 -0.362 0.551 -0.768 0.282
O -1.377 -1.061 0.313 -0.200 -0.930 0.124
C -0.231 0.897 0.175 -3.461 -2.376 -0.254
C 0.484 1.979 0.056 0.268 0.265 0.029
C -2.068 -0.010 -0.059 2.571 3.288 -0.060
C -0.024 -0.566 0.516 0.807 0.509 0.047
C 0.959 -1.289 -0.391 -0.410 -0.062 0.075
H 0.715 -1.089 -1.433 0.036 -0.006 -0.023
H 0.045 2.915 -0.246 -0.135 0.126 -0.088
H 1.550 1.996 0.261 0.054 -0.086 0.057
H 0.916 -2.363 -0.215 0.075 -0.024 -0.016
H 1.967 -0.934 -0.187 0.028 0.027 0.022
H 0.231 -0.731 1.572 -0.185 0.037 -0.195
```
Forces are in eV/Å.

Which charges does natural (NBO) predict for the atoms? In e, they are: atom 1 (O): -0.514, atom 2 (O): -0.495, atom 3 (C): -0.099, atom 4 (C): -0.459, atom 5 (C): 0.874, atom 6 (C): 0.017, atom 7 (C): -0.625, atom 8 (H): 0.221, atom 9 (H): 0.226, atom 10 (H): 0.205, atom 11 (H): 0.224, atom 12 (H): 0.221, atom 13 (H): 0.205


Entry from the OMol25 dataset: a structure of composition C12H18N6O2PPdS2 in a non-equilibrium geometry (wB97M-V/def2-TZVPD).

Results
E_HOMO (alpha / beta)	0.9 / -0.5	eV
spin multiplicity	2
HOMO-LUMO gap (alpha / beta)	4.4122 / 5.7463	eV
relative energy (zero: lowest compared OMol25 entry of this formula, charge and spin)	0.0	kcal per mole
⟨S²⟩	0.767
charge	-2

Structure (XYZ):
```
42
Properties=species:S:1:pos:R:3:forces:R:3
Pd 0.431 -0.462 -0.115 0.518 1.144 -0.810
S -1.263 -2.111 -0.706 -0.208 -0.104 -0.155
S 0.397 -0.220 2.402 0.083 -0.150 0.028
P -0.563 -1.656 1.239 -1.049 -1.344 1.501
O -1.981 -1.754 2.152 0.698 0.851 -0.128
O 0.062 -3.126 1.642 0.629 -0.401 0.434
N -1.150 5.422 -2.483 1.380 0.375 -0.212
N -1.882 3.440 -1.591 0.498 0.253 0.185
N 0.461 3.807 -1.951 -0.277 0.833 -0.554
N 2.154 0.624 -1.405 0.354 -0.361 0.312
N -2.515 1.458 -0.635 -0.945 -0.442 0.296
N -0.295 1.713 -1.181 -0.929 -0.319 0.572
C 1.990 1.939 -1.774 -0.261 -0.193 0.360
C 0.696 2.498 -1.635 -0.164 0.200 0.230
C -0.807 4.160 -1.965 -0.083 -0.123 0.006
C -4.279 -1.935 1.560 -1.274 1.417 1.032
C 0.502 -3.485 2.967 -1.261 0.040 -0.590
C 4.410 0.692 -2.225 -0.276 0.019 0.281
C -3.021 -2.648 1.888 0.737 -0.412 -0.776
C 4.256 2.047 -2.578 0.687 1.044 0.089
C -1.521 2.226 -1.112 0.972 0.127 -1.141
C 1.902 -4.019 2.905 0.860 0.827 -0.838
C 3.082 2.676 -2.281 -0.201 0.546 -0.833
C 3.344 0.058 -1.587 -0.640 0.563 -0.947
H -1.997 5.763 -2.110 -1.013 0.099 0.410
H -0.423 6.135 -2.399 -0.079 -0.664 -0.081
H -3.189 -3.206 2.797 0.047 -0.589 0.416
H -4.248 -1.418 0.608 0.028 -0.287 -0.434
H 5.309 0.165 -2.429 0.665 -0.417 -0.085
H -3.457 1.736 -0.893 0.544 -0.063 0.132
H 2.885 3.710 -2.574 0.202 -0.261 0.214
H -4.439 -1.093 2.303 0.064 -0.983 -0.498
H -0.185 -4.256 3.317 -0.135 -0.343 -0.001
H 2.604 -3.150 2.773 -0.420 -0.884 0.422
H 2.176 -4.694 3.730 -0.045 0.426 -0.091
H 5.083 2.669 -3.010 -0.687 -0.860 0.312
H -2.325 0.466 -0.566 0.126 -0.151 0.076
H 3.369 -0.996 -1.356 0.248 -0.168 0.293
H -2.754 -3.313 1.046 -0.028 -0.005 0.413
H 1.956 -4.568 1.960 0.141 -0.211 0.146
H 0.352 -2.652 3.630 0.312 0.547 0.302
H -5.127 -2.643 1.642 0.183 0.424 -0.288
```
Forces are in eV/Å.

Which charges does natural (NBO) predict for the atoms? In e, they are: atom 1 (Pd): 0.290, atom 2 (S): -0.845, atom 3 (S): -0.801, atom 4 (P): 1.511, atom 5 (O): -0.847, atom 6 (O): -0.860, atom 7 (N): -0.824, atom 8 (N): -0.674, atom 9 (N): -0.615, atom 10 (N): -0.502, atom 11 (N): -0.800, atom 12 (N): -0.601, atom 13 (C): 0.040, atom 14 (C): 0.352, atom 15 (C): 0.566, atom 16 (C): -0.618, atom 17 (C): -0.061, atom 18 (C): -0.391, atom 19 (C): -0.072, atom 20 (C): -0.229, atom 21 (C): 0.595, atom 22 (C): -0.639, atom 23 (C): -0.236, atom 24 (C): 0.060, atom 25 (H): 0.363, atom 26 (H): 0.363, atom 27 (H): 0.142, atom 28 (H): 0.219, atom 29 (H): 0.184, atom 30 (H): 0.374, atom 31 (H): 0.215, atom 32 (H): 0.196, atom 33 (H): 0.142, atom 34 (H): 0.223, atom 35 (H): 0.182, atom 36 (H): 0.180, atom 37 (H): 0.430, atom 38 (H): 0.184, atom 39 (H): 0.204, atom 40 (H): 0.215, atom 41 (H): 0.207, atom 42 (H): 0.176


Entry from the OMol25 dataset: a cluster of 5 separate species, C14H32O5 in total in a non-equilibrium geometry (wB97M-V/def2-TZVPD).

Results
E_HOMO	-9.4	eV
HOMO-LUMO gap	9.9342	eV
relative energy (zero: lowest compared OMol25 entry of this formula, charge and spin)	46.8	kcal per mole
SMILES	C1CCOC1.C1CCOC1.C1CCOC1.CO.CO

Structure (XYZ):
```
51
Properties=species:S:1:pos:R:3:forces:R:3
O -0.824 1.944 5.244 0.060 0.484 0.068
O -4.600 -3.783 -3.575 0.366 -1.049 0.623
O 1.763 -1.116 -0.938 0.776 0.529 0.080
O 1.463 -6.579 1.800 0.840 2.028 1.353
O 1.075 4.504 0.198 1.007 -1.061 2.697
C 0.770 -1.538 -0.051 -0.736 -1.668 0.872
C 0.902 5.513 -0.738 0.001 -0.272 -1.879
C 0.810 0.749 0.140 0.556 1.793 0.329
C -1.578 0.771 5.063 0.671 -0.779 -0.590
C 3.205 5.413 -0.251 -0.536 1.684 0.666
C 0.547 -0.437 1.034 0.120 -1.634 -2.491
C 2.401 4.627 0.800 -0.521 0.798 -0.929
C -3.641 -4.148 -2.558 -0.727 1.953 0.698
C 2.135 6.414 -0.784 -0.444 -1.733 0.246
C -2.670 -2.879 -2.461 0.821 -1.246 -0.378
C 2.006 -5.478 2.650 -0.401 -0.581 0.067
C 1.651 0.307 -1.059 -0.637 -0.369 -0.250
C -2.851 -2.223 -3.805 -0.758 0.185 0.363
C -4.350 -2.493 -4.022 1.161 -0.024 -2.184
H 2.215 5.159 1.733 0.595 0.182 0.126
H -4.261 -4.316 -1.677 0.398 0.052 0.431
H 3.086 -5.347 2.590 0.036 -0.202 -0.560
H 1.540 -4.508 2.476 -0.198 -0.319 -0.904
H -0.096 -1.930 -0.585 -0.737 0.952 -0.366
H 2.060 -7.313 1.964 -0.030 -0.164 -0.062
H 1.333 1.521 0.705 -0.183 0.311 -0.153
H 0.028 6.156 -0.640 -0.430 -0.484 0.438
H 1.934 7.190 -0.045 0.484 0.291 -0.169
H 2.241 6.806 -1.796 0.391 0.147 0.223
H -2.141 -2.721 -4.464 -0.627 0.157 -0.746
H 2.604 0.820 -1.192 0.346 -0.480 0.484
H 1.038 -2.482 0.425 0.879 -0.009 0.151
H -4.488 -2.558 -5.101 -0.621 0.523 -0.126
H 1.341 -0.684 1.738 -0.403 0.709 0.528
H -2.769 -2.056 -1.753 -0.573 -0.879 0.850
H -2.652 0.943 5.130 0.262 0.027 0.347
H 1.113 0.544 -1.976 -0.211 -0.091 -0.206
H 3.953 6.041 0.234 0.529 -0.491 -0.086
H -2.653 -1.152 -3.771 0.169 -0.047 -0.107
H -1.640 -3.235 -2.468 0.059 -0.007 0.738
H -1.158 0.017 5.729 -0.828 -0.267 0.524
H 0.812 4.821 -1.576 -0.307 1.200 -1.360
H 2.929 3.696 1.008 -0.728 -0.398 -0.041
H -0.100 1.180 -0.278 -0.156 0.016 0.479
H -3.164 -5.100 -2.790 0.302 0.271 -0.323
H -1.341 0.364 4.080 -0.443 -0.041 -0.439
H -5.005 -1.745 -3.575 0.050 0.117 0.173
H 1.816 -5.597 3.716 -0.251 -0.753 0.101
H -0.488 -0.464 1.375 0.361 -0.037 0.551
H 0.070 1.619 5.117 0.284 0.574 0.078
H 3.628 4.765 -1.019 -0.040 0.099 0.061
```
Forces are in eV/Å.

Which charges does natural (NBO) predict for the atoms? In e, they are: atom 1 (O): -0.710, atom 2 (O): -0.537, atom 3 (O): -0.524, atom 4 (O): -0.717, atom 5 (O): -0.544, atom 6 (C): -0.071, atom 7 (C): -0.071, atom 8 (C): -0.443, atom 9 (C): -0.247, atom 10 (C): -0.437, atom 11 (C): -0.438, atom 12 (C): -0.077, atom 13 (C): -0.075, atom 14 (C): -0.430, atom 15 (C): -0.448, atom 16 (C): -0.268, atom 17 (C): -0.067, atom 18 (C): -0.424, atom 19 (C): -0.071, atom 20 (H): 0.174, atom 21 (H): 0.181, atom 22 (H): 0.171, atom 23 (H): 0.185, atom 24 (H): 0.160, atom 25 (H): 0.464, atom 26 (H): 0.216, atom 27 (H): 0.174, atom 28 (H): 0.201, atom 29 (H): 0.223, atom 30 (H): 0.203, atom 31 (H): 0.181, atom 32 (H): 0.177, atom 33 (H): 0.186, atom 34 (H): 0.209, atom 35 (H): 0.214, atom 36 (H): 0.188, atom 37 (H): 0.160, atom 38 (H): 0.217, atom 39 (H): 0.210, atom 40 (H): 0.212, atom 41 (H): 0.158, atom 42 (H): 0.172, atom 43 (H): 0.188, atom 44 (H): 0.214, atom 45 (H): 0.184, atom 46 (H): 0.153, atom 47 (H): 0.164, atom 48 (H): 0.165, atom 49 (H): 0.223, atom 50 (H): 0.457, atom 51 (H): 0.211